21
Properties=species:S:1:pos:R:3:forces:R:3 method="wB97M-V/def2-TZVPD" total_charge=0 e_above_lowest_kj_mol=776.2 orbital_gap_ha=0.3377
C 1.89800 0.59478 0.21979 1.4252 1.5421 -1.0220
C 0.46387 1.02467 -0.21727 1.9058 5.0676 -1.5393
C -0.60987 0.06518 -0.17092 0.2402 1.3040 1.7490
C -1.81290 0.80854 -0.41438 1.6286 3.7186 -0.4394
C -2.87129 0.08374 -0.45061 -6.5120 -0.5826 0.1898
C -2.82154 -1.23094 -0.09278 0.6959 -2.3751 3.3326
C 2.41341 -0.70115 -0.39625 -1.4832 0.3874 -0.1933
H 2.59439 0.39923 2.12338 -1.9315 -0.4498 -0.6881
H 1.09363 -0.48242 1.51217 1.9290 2.7101 1.8795
H 2.81379 1.24690 -0.23638 -2.3583 -0.2988 1.5722
H 0.53693 1.80756 -1.12298 -0.4375 -2.6463 0.9798
H -0.08210 1.88674 0.43904 2.4196 -1.8575 -0.3954
H -1.98952 2.05040 -0.41280 1.3220 -3.6567 -0.3471
H -3.96830 0.39359 -0.41620 1.7311 0.5232 -0.6403
H -3.83586 -1.59131 0.38915 2.2531 -0.4849 -1.7339
H 1.77098 -1.75168 -1.69748 1.7331 4.9656 -1.2871
N 1.66165 0.50955 1.60807 1.1659 -2.9735 2.0858
N -1.68780 -1.77114 0.41182 -1.2067 -0.8961 1.3162
N -0.50111 -1.11218 0.53559 -2.9992 1.7531 -4.5628
O 2.14418 -0.49281 -1.73139 -1.1236 -7.3505 0.6634
O 2.78945 -1.73724 0.12041 -0.3977 1.5999 -0.9196